Record 1
C30H39AuBIN7O3S | ωB97M-V/def2-TZVPD

Geometry as XYZ:
```
83
Properties=species:S:1:pos:R:3
Au -0.303 0.537 0.442
C -1.767 -5.118 -2.201
C -2.451 -3.893 -1.588
C -3.970 -4.031 -1.649
C -1.979 -2.638 -2.265
C -2.419 -2.072 -3.481
C -1.619 -0.973 -3.656
N -0.774 -0.892 -2.603
N -0.993 -1.925 -1.745
B 0.528 -0.104 -2.536
N 0.434 1.418 -2.120
C 0.619 2.447 -2.947
C 0.724 3.610 -2.215
C 0.605 3.237 -0.879
N 0.439 1.902 -0.841
C 0.696 4.184 0.283
C -0.631 4.926 0.476
C 1.237 3.555 1.561
N 1.440 -0.759 -1.486
C 2.555 -1.449 -1.701
C 3.147 -1.722 -0.487
C 2.332 -1.141 0.481
N 1.270 -0.597 -0.154
C 2.717 -1.075 1.937
C 2.168 0.122 2.706
C 2.540 -2.425 2.643
H -2.084 -6.031 -1.694
H -0.683 -5.037 -2.124
H -2.026 -5.211 -3.257
H -2.137 -3.819 -0.542
H -4.304 -4.174 -2.679
H -4.475 -3.144 -1.262
H -4.302 -4.898 -1.076
H -3.197 -2.423 -4.138
H -1.571 -0.260 -4.464
H 1.085 -0.100 -3.597
H 0.700 2.273 -4.007
H 0.901 4.606 -2.584
H 1.432 4.926 -0.040
H -1.439 4.234 0.702
H -0.896 5.478 -0.427
H -0.545 5.637 1.298
H 0.574 2.797 1.977
H 1.356 4.328 2.321
H 2.217 3.108 1.385
H 2.858 -1.679 -2.708
H 4.078 -2.231 -0.308
H 3.798 -0.916 1.890
H 1.089 0.129 2.854
H 2.435 1.052 2.204
H 2.615 0.148 3.700
H 1.506 -2.766 2.668
H 2.901 -2.355 3.669
H 3.115 -3.200 2.135
I -3.543 -0.030 -0.611
C -2.665 -1.175 0.878
C -3.442 -2.169 1.452
C -2.931 -2.933 2.481
C -1.644 -2.684 2.933
C -0.922 -1.687 2.327
N -1.407 -0.961 1.309
H -4.448 -2.320 1.091
H -3.538 -3.704 2.936
H -1.205 -3.238 3.749
H 0.067 -1.430 2.659
C -3.143 7.471 4.038
C -2.880 6.028 3.711
C -3.779 5.293 2.941
C -3.535 3.967 2.630
C -2.366 3.376 3.087
C -1.455 4.079 3.862
C -1.724 5.401 4.174
S -2.038 1.712 2.666
O -0.877 1.247 3.387
O -3.247 0.950 2.763
O -1.638 1.857 1.152
H -4.178 7.741 3.838
H -2.505 8.121 3.437
H -2.928 7.680 5.086
H -4.690 5.764 2.591
H -4.243 3.391 2.048
H -0.563 3.588 4.226
H -1.029 5.955 4.794
```

Calculated values
- Energy above the lowest of the compared OMol25 structures with the same formula, charge and spin: 47.5 kJ/mol
- Net charge: +1
- Kohn-Sham gap: 6.78 eV
- LUMO level: -4.3447 eV

Löwdin charges, unit e, in atom order: Au 1.395; C -0.058; C -0.383; C -0.070; C -0.352; C -0.032; C -0.098; N -0.074; N 0.092; B -0.524; N 0.001; C -0.036; C 0.020; C -0.221; N -0.031; C -0.340; C -0.036; C -0.061; N -0.018; C -0.019; C 0.017; C -0.215; N -0.019; C -0.351; C -0.061; C -0.041; H 0.080; H 0.080; H 0.085; H 0.117; H 0.083; H 0.047; H 0.083; H 0.108; H 0.125; H 0.125; H 0.135; H 0.123; H 0.143; H 0.059; H 0.087; H 0.085; H 0.032; H 0.092; H 0.078; H 0.140; H 0.123; H 0.142; H 0.022; H 0.066; H 0.099; H 0.058; H 0.091; H 0.086; I 1.178; C -0.724; C -0.118; C -0.007; C -0.007; C -0.102; N -0.111; H 0.102; H 0.128; H 0.125; H 0.076; C -0.037; C -0.255; C -0.017; C -0.042; C -0.303; C -0.054; C -0.027; S 0.527; O -0.317; O -0.285; O -0.548; H 0.080; H 0.089; H 0.086; H 0.120; H 0.125; H 0.116; H 0.123

Record 2
C30H39BCrN9O2Si | ωB97M-V/def2-TZVPD

Geometry as XYZ:
```
83
Properties=species:S:1:pos:R:3
Cr -0.093 0.661 0.408
O -1.598 0.459 4.237
C -1.349 0.559 3.054
N -0.153 0.675 2.413
C 1.004 0.979 3.100
O 1.272 0.785 4.261
C 1.932 1.781 2.210
C 2.570 2.843 2.692
C 3.206 3.780 1.780
C 3.124 3.595 0.467
C 2.508 2.379 -0.194
N 1.849 1.517 0.810
C -2.483 0.693 2.055
C -3.785 0.845 2.498
C -4.788 1.037 1.564
C -4.449 1.083 0.218
C -3.124 0.923 -0.141
N -2.159 0.714 0.755
H 2.526 3.023 3.757
H 3.708 4.651 2.181
H 3.568 4.299 -0.226
H 4.044 2.178 -1.557
H -3.967 0.809 3.563
H -5.817 1.158 1.876
H -5.195 1.246 -0.547
H -2.809 0.974 -1.176
C -0.159 0.757 -3.910
C -0.620 0.257 -2.690
N -0.011 0.863 -1.677
N 0.836 1.768 -2.211
C 0.757 1.724 -3.551
B 1.451 2.888 -1.339
N 3.638 1.639 -0.806
C 4.523 0.876 -0.120
C 4.198 -0.096 0.773
C 2.862 -0.580 0.820
N 1.805 0.114 0.569
N 0.286 3.568 -0.582
C -0.047 4.865 -0.504
C -1.104 4.994 0.375
C -1.361 3.687 0.796
N -0.519 2.836 0.218
H -0.450 0.459 -4.901
H -1.341 -0.519 -2.495
H 1.345 2.396 -4.153
H 1.992 3.684 -2.069
H 5.563 0.988 -0.406
H 4.986 -0.699 1.196
H 2.702 -1.644 0.940
H 0.489 5.600 -1.080
H -1.615 5.894 0.665
H -2.108 3.332 1.489
C 0.248 -2.601 1.777
Si -0.328 -1.943 0.081
C -2.082 -2.831 -0.061
C -2.905 -2.407 -1.284
C -1.953 -4.365 -0.067
C -2.936 -2.517 1.177
C 0.843 -2.758 -1.316
C 0.083 -3.167 -2.591
C 1.464 -4.036 -0.727
C 2.012 -1.896 -1.834
H 0.163 -3.687 1.844
H -0.382 -2.168 2.556
H 1.269 -2.343 2.053
H -2.417 -2.637 -2.230
H -3.122 -1.338 -1.265
H -3.870 -2.928 -1.281
H -1.451 -4.766 -0.944
H -2.959 -4.803 -0.046
H -1.428 -4.732 0.816
H -3.190 -1.465 1.256
H -2.448 -2.821 2.104
H -3.880 -3.069 1.109
H -0.766 -3.819 -2.411
H 0.772 -3.711 -3.246
H -0.265 -2.300 -3.154
H 0.713 -4.763 -0.419
H 2.089 -3.824 0.143
H 2.101 -4.516 -1.480
H 1.722 -0.877 -2.083
H 2.410 -2.361 -2.743
H 2.845 -1.849 -1.137
```

Calculated values
- Energy above the lowest of the compared OMol25 structures with the same formula, charge and spin: 6.4 kJ/mol
- Net charge: 0
- Kohn-Sham gap (alpha / beta): 7.60 / 7.27 eV
- LUMO level (alpha / beta): -0.0848 / -0.0629 eV
- 2S+1: 2

Löwdin charges, unit e, in atom order: Cr 0.542; O 0.101; C -0.435; N 0.043; C -0.419; O 0.118; C -0.128; C 0.015; C -0.047; C -0.023; C -0.301; N -0.049; C -0.204; C 0.010; C -0.034; C -0.033; C -0.125; N 0.000; H 0.124; H 0.107; H 0.116; H 0.139; H 0.127; H 0.113; H 0.112; H 0.111; C -0.038; C -0.160; N -0.036; N -0.011; C -0.066; B -0.468; N 0.104; C -0.086; C -0.038; C -0.120; N -0.014; N -0.013; C -0.067; C -0.045; C -0.112; N 0.019; H 0.097; H 0.086; H 0.121; H 0.126; H 0.129; H 0.106; H 0.102; H 0.123; H 0.093; H 0.112; C -0.202; Si 0.805; C -0.614; C -0.101; C -0.103; C -0.095; C -0.587; C -0.109; C -0.108; C -0.101; H 0.028; H 0.024; H 0.012; H 0.056; H 0.047; H 0.087; H 0.055; H 0.084; H 0.071; H 0.045; H 0.080; H 0.088; H 0.046; H 0.084; H 0.061; H 0.065; H 0.067; H 0.086; H 0.056; H 0.086; H 0.053

Record 3
C30H39Cl2InN7O5Se2 | ωB97M-V/def2-TZVPD

Geometry as XYZ:
```
86
Properties=species:S:1:pos:R:3
In -0.454 -0.079 0.065
Cl 4.163 0.148 -1.850
C 3.730 -0.701 -0.401
C 4.743 -1.265 0.396
C 4.440 -1.897 1.564
Cl 5.707 -2.604 2.513
C 3.099 -1.964 2.011
C 2.682 -2.519 3.243
C 1.364 -2.484 3.600
C 0.436 -1.889 2.729
N 0.792 -1.380 1.571
C 2.097 -1.408 1.191
C 2.389 -0.794 -0.071
O 1.426 -0.330 -0.840
H 5.774 -1.194 0.070
H 3.423 -2.957 3.901
H 1.027 -2.881 4.547
H -0.613 -1.809 2.998
C -3.995 1.558 0.223
Se -2.451 1.693 -0.947
C -1.864 3.434 -0.257
C -0.791 4.035 -1.132
Se 0.704 2.806 -1.381
C 0.618 2.659 -3.315
H -3.661 1.545 1.257
H -4.497 0.628 -0.029
H -4.658 2.399 0.036
H -1.547 3.286 0.773
H -2.745 4.072 -0.263
H -0.409 4.949 -0.685
H -1.176 4.265 -2.123
H 0.734 3.642 -3.761
H -0.326 2.206 -3.610
H 1.448 2.021 -3.607
O 1.473 4.569 4.926
C 0.571 3.837 4.233
O -0.586 3.869 4.522
C 1.085 3.036 3.090
C 2.170 3.275 2.272
N 2.125 2.365 1.284
N 1.080 1.538 1.409
C 0.441 1.929 2.497
C -0.752 1.097 2.887
O -0.970 0.798 4.035
O -1.448 0.710 1.835
H 2.375 4.381 4.650
H 2.939 4.037 2.298
H 2.762 2.244 0.513
C -2.176 0.112 -5.618
C -1.107 -0.860 -5.094
C -1.584 -2.313 -5.232
C 0.227 -0.657 -5.826
C -0.907 -0.588 -3.653
N -0.756 -0.378 -2.535
H -2.408 -0.132 -6.657
H -1.818 1.142 -5.579
H -3.093 0.043 -5.031
H -1.744 -2.538 -6.287
H -2.523 -2.471 -4.698
H -0.836 -3.006 -4.843
H 0.108 -0.940 -6.873
H 1.014 -1.273 -5.387
H 0.541 0.387 -5.785
C -4.469 -3.182 2.647
C -4.262 -1.690 2.514
N -3.253 -1.396 1.489
C -2.681 -2.303 0.657
N -1.595 -1.966 -0.030
C -0.938 -2.973 -0.883
C -1.236 -4.385 -0.429
C -2.737 -4.542 -0.332
N -3.270 -3.518 0.559
C -4.531 -3.773 1.255
H -5.385 -3.390 3.198
H -3.636 -3.634 3.189
H -3.928 -1.256 3.453
H -5.203 -1.208 2.245
H -2.690 -0.568 1.680
H 0.138 -2.789 -0.858
H -1.256 -2.854 -1.921
H -0.790 -4.572 0.552
H -0.822 -5.105 -1.135
H -2.998 -5.513 0.084
H -3.195 -4.470 -1.323
H -4.677 -4.850 1.293
H -5.370 -3.340 0.701
```

Calculated values
- Energy above the lowest of the compared OMol25 structures with the same formula, charge and spin: 79.1 kJ/mol
- Net charge: +1
- Kohn-Sham gap: 7.73 eV
- LUMO level: -2.3684 eV

Löwdin charges, unit e, in atom order: In 0.671; Cl 0.712; C -0.582; C -0.114; C -0.608; Cl 0.715; C -0.159; C 0.005; C -0.013; C -0.084; N 0.066; C -0.144; C -0.395; O -0.219; H 0.112; H 0.101; H 0.117; H 0.120; C -0.344; Se 1.003; C -0.496; C -0.514; Se 0.972; C -0.370; H 0.029; H 0.024; H 0.037; H 0.069; H 0.081; H 0.071; H 0.071; H 0.033; H 0.003; H 0.025; O 0.132; C -0.470; O 0.157; C -0.048; C 0.006; N 0.005; N 0.041; C -0.128; C -0.543; O 0.124; O -0.199; H 0.104; H 0.144; H 0.132; C -0.029; C -0.575; C -0.038; C -0.026; C -0.110; N 0.178; H 0.097; H 0.086; H 0.093; H 0.095; H 0.091; H 0.092; H 0.097; H 0.096; H 0.084; C -0.151; C -0.155; N 0.094; C -0.339; N -0.001; C -0.217; C -0.146; C -0.136; N -0.032; C -0.131; H 0.124; H 0.124; H 0.130; H 0.120; H 0.067; H 0.106; H 0.096; H 0.125; H 0.125; H 0.125; H 0.132; H 0.124; H 0.135